This record from OMol25 describes a molecular structure, C40H55MnN3O2P3S. The level of theory is ωB97M-V/def2-TZVPD.

CARTESIAN COORDINATES (ANGSTROEM)
Mn  -0.4200  0.0978  0.3572
O  0.2895  0.2897  2.3733
P  1.2580  1.3107  2.9252
C  2.3946  1.9114  1.6375
P  1.5279  2.7254  0.2739
O  0.1211  2.1844  0.1405
C  1.5312  4.4902  0.5618
C  2.0834  5.0996  1.6839
C  1.9723  6.4728  1.8586
C  1.3090  7.2374  0.9130
C  0.7537  6.6373  -0.2114
C  0.8626  5.2691  -0.3891
C  2.4614  2.4253  -1.2212
C  3.8403  2.6129  -1.2669
C  4.5318  2.3900  -2.4468
C  3.8431  1.9960  -3.5879
C  2.4659  1.8202  -3.5481
C  1.7703  2.0274  -2.3632
C  0.4332  2.7463  3.5956
C  -0.8235  3.0863  3.0954
C  -1.4632  4.2259  3.5633
C  -0.8615  5.0149  4.5339
C  0.3774  4.6617  5.0556
C  1.0230  3.5278  4.5908
C  2.3122  0.6010  4.1816
C  3.5239  1.1768  4.5675
C  4.2888  0.5878  5.5608
C  3.8480  -0.5799  6.1700
C  2.6476  -1.1599  5.7859
C  1.8764  -0.5754  4.7905
H  2.9084  1.0344  1.2324
H  3.1374  2.5749  2.0799
H  2.5931  4.5184  2.4385
H  2.3996  6.9408  2.7357
H  1.2237  8.3076  1.0501
H  0.2326  7.2372  -0.9457
H  0.4196  4.8030  -1.2616
H  4.3825  2.9334  -0.3834
H  5.6034  2.5332  -2.4813
H  4.3830  1.8376  -4.5127
H  1.9288  1.5367  -4.4446
H  0.6986  1.8775  -2.3184
H  -1.2954  2.4668  2.3433
H  -2.4363  4.4916  3.1705
H  -1.3640  5.9031  4.8955
H  0.8309  5.2611  5.8344
H  1.9792  3.2495  5.0153
H  3.8834  2.0840  4.0958
H  5.2276  1.0360  5.8578
H  4.4480  -1.0411  6.9436
H  2.3097  -2.0709  6.2615
H  0.9440  -1.0262  4.4757
S  1.5753  -1.0928  -0.2723
C  1.7573  -2.1467  -1.5920
N  2.0526  -1.7784  -2.8348
C  2.1959  -2.9127  -3.7507
C  1.8887  -4.1182  -2.8261
N  1.6660  -3.4700  -1.5312
H  2.2125  -0.8126  -3.0679
H  3.2023  -2.9567  -4.1610
H  1.4868  -2.8391  -4.5721
H  2.7208  -4.8158  -2.7702
H  1.0003  -4.6588  -3.1455
H  1.3771  -3.9358  -0.6886
C  -5.7414  1.0298  -1.8555
C  -4.2667  0.6178  -1.7621
C  -3.3749  1.8520  -1.9959
C  -3.9676  -0.3567  -2.9143
P  -3.7194  -0.2454  -0.1667
N  -2.1831  -0.3245  -0.1088
C  -4.4443  -1.9913  -0.1554
C  -3.5826  -2.8760  -1.0731
C  -5.9168  -2.1324  -0.5585
C  -4.2655  -2.5501  1.2671
C  -4.4148  0.7183  1.3135
C  -4.1019  2.2064  1.0831
C  -3.6459  0.3129  2.5842
C  -5.9218  0.5780  1.5717
H  -5.9390  1.4096  -2.8638
H  -5.9979  1.8280  -1.1612
H  -6.4247  0.2001  -1.6856
H  -3.3326  2.0547  -3.0701
H  -2.3595  1.6769  -1.6397
H  -3.7626  2.7467  -1.5151
H  -4.0735  0.1844  -3.8585
H  -4.6603  -1.1946  -2.9437
H  -2.9493  -0.7445  -2.8531
H  -3.8508  -2.7800  -2.1234
H  -3.7384  -3.9210  -0.7897
H  -2.5264  -2.6329  -0.9570
H  -6.0824  -1.8959  -1.6080
H  -6.5844  -1.5140  0.0388
H  -6.2245  -3.1734  -0.4140
H  -3.2459  -2.4041  1.6265
H  -4.4659  -3.6248  1.2411
H  -4.9559  -2.1125  1.9832
H  -3.0528  2.3627  0.8182
H  -4.3071  2.7445  2.0143
H  -4.7192  2.6557  0.3103
H  -2.5935  0.1205  2.3745
H  -4.0645  -0.5705  3.0606
H  -3.7057  1.1315  3.3087
H  -6.5267  0.8390  0.7060
H  -6.2069  1.2585  2.3816
H  -6.1985  -0.4252  1.8889

Cartesian forces, eV/Å:
Mn -0.62 0.24 0.16
O 0.35 0.34 0.08
P -0.35 -0.39 -0.15
C 0.16 0.00 -0.03
P -0.56 -0.09 0.02
O 0.38 0.06 -0.13
C -0.11 0.14 0.01
C 0.01 0.05 -0.05
C 0.00 -0.07 -0.02
C -0.01 0.04 -0.01
C 0.01 -0.04 0.01
C 0.03 0.01 0.06
C 0.09 -0.01 -0.17
C 0.02 0.00 -0.01
C -0.02 -0.01 -0.01
C 0.02 0.01 0.03
C -0.03 0.00 0.04
C 0.08 -0.02 -0.01
C -0.13 0.08 0.17
C 0.01 0.08 -0.02
C 0.03 -0.03 -0.01
C 0.01 -0.01 -0.02
C -0.04 -0.01 -0.02
C -0.03 0.01 -0.03
C 0.09 -0.10 0.08
C 0.00 -0.03 -0.01
C -0.03 0.00 -0.01
C -0.01 -0.01 -0.01
C -0.04 0.02 -0.03
C 0.07 0.05 0.04
H 0.01 -0.01 0.02
H 0.07 -0.04 -0.03
H 0.01 0.00 0.03
H 0.00 -0.01 -0.01
H -0.01 -0.01 0.00
H 0.01 -0.01 0.00
H 0.00 -0.02 0.01
H -0.02 0.00 -0.01
H 0.00 0.00 0.00
H -0.01 0.00 0.00
H -0.01 0.00 -0.01
H -0.02 0.02 0.01
H 0.03 0.01 0.02
H 0.01 0.00 0.00
H 0.00 -0.02 0.00
H 0.00 0.00 -0.02
H 0.00 -0.02 0.02
H 0.01 -0.01 0.01
H -0.01 0.00 -0.01
H -0.01 0.00 0.00
H 0.00 0.00 -0.01
H 0.01 0.00 0.00
S 0.88 -0.38 0.12
C -0.29 0.25 -0.03
N 0.05 -0.02 -0.16
C -0.05 0.03 0.18
C -0.02 0.11 0.05
N -0.01 -0.16 -0.04
H 0.02 0.02 -0.01
H 0.05 0.00 0.01
H -0.03 0.01 -0.02
H 0.04 -0.02 0.00
H -0.04 0.00 0.00
H 0.01 -0.01 -0.01
C 0.04 0.04 -0.06
C -0.08 -0.06 -0.01
C -0.02 -0.01 -0.05
C 0.00 0.08 -0.06
P -0.20 0.03 -0.01
N 0.15 -0.04 -0.04
C -0.07 0.04 0.06
C -0.02 -0.09 -0.01
C 0.02 -0.07 0.02
C 0.01 -0.05 -0.06
C -0.10 0.03 -0.04
C 0.04 0.00 0.06
C -0.03 0.00 0.03
C 0.06 0.07 0.05
H 0.03 -0.01 0.03
H 0.02 0.02 0.03
H 0.00 0.00 0.01
H -0.02 0.03 0.03
H 0.03 -0.03 0.00
H 0.00 0.00 0.04
H 0.00 -0.01 0.00
H -0.01 0.05 -0.01
H -0.01 0.03 0.01
H 0.04 -0.04 0.09
H 0.00 0.01 -0.02
H 0.02 -0.01 0.03
H 0.00 -0.01 -0.01
H 0.01 0.01 0.01
H 0.03 0.02 0.00
H 0.00 0.01 -0.02
H 0.00 0.02 0.02
H -0.04 0.04 0.01
H -0.01 -0.03 -0.01
H 0.01 0.00 -0.04
H -0.05 -0.01 -0.04
H 0.02 0.03 -0.01
H 0.02 -0.02 -0.01
H -0.03 -0.05 0.00
H 0.00 0.01 -0.04
H 0.03 -0.02 -0.02
H 0.02 -0.04 0.00

Calculated values
Expectation value of S²: 8.758
Spin multiplicity: 6
E_HOMO (alpha / beta), eV: -9.0245 / -9.5486
Net charge: +1

This record from OMol25 describes a molecular structure, C40H55N3P2PtSTe. The level of theory is ωB97M-V/def2-TZVPD.

CARTESIAN COORDINATES (ANGSTROEM)
Pt  -0.4728  -0.3490  -1.1392
C  1.8385  1.3255  5.3155
C  1.4199  2.1308  4.0840
C  2.6619  2.8392  3.5254
P  0.5330  1.2696  2.7146
C  -1.2279  1.1986  3.1628
C  -1.5079  0.4662  4.4746
C  -2.1236  0.6779  2.0259
C  1.2987  -0.2962  2.3136
C  1.5391  -1.1207  3.4301
C  2.2377  -2.2993  3.3144
C  2.6948  -2.6959  2.0581
C  2.4332  -1.9219  0.9523
C  1.7174  -0.7169  1.0325
N  1.4206  -0.0289  -0.1368
C  2.4261  0.6388  -0.7675
C  3.7247  0.7865  -0.2230
C  4.7040  1.4782  -0.9039
C  4.4491  2.0625  -2.1429
C  3.1669  1.9774  -2.6598
C  2.1504  1.3113  -1.9839
P  0.4441  1.1607  -2.5540
C  0.5985  0.2898  -4.1865
C  1.5873  -0.8715  -4.0547
C  0.9421  1.1409  -5.4079
C  -0.3052  2.8077  -2.9716
C  -1.1634  3.3648  -1.8296
C  0.6662  3.8891  -3.4488
H  2.2403  2.0359  6.0392
H  2.6299  0.6195  5.0706
H  1.0241  0.7899  5.7984
H  0.6847  2.8880  4.3822
H  3.3332  2.1250  3.0410
H  3.2052  3.3087  4.3452
H  2.4176  3.6125  2.8051
H  -1.4392  2.2672  3.2972
H  -1.1976  -0.5783  4.4154
H  -2.5838  0.4789  4.6496
H  -1.0315  0.9340  5.3360
H  -2.4354  -0.3432  2.2210
H  -1.6449  0.6953  1.0400
H  -3.0185  1.2943  1.9583
H  1.1621  -0.8395  4.4020
H  2.4210  -2.9089  4.1886
H  3.2282  -3.6306  1.9442
H  2.7424  -2.2436  -0.0340
H  3.9535  0.3515  0.7416
H  5.6895  1.5645  -0.4614
H  5.2296  2.5776  -2.6857
H  2.9575  2.4424  -3.6134
H  -0.4059  -0.1178  -4.3519
H  2.6121  -0.4970  -4.0850
H  1.4499  -1.5721  -4.8797
H  1.4585  -1.4193  -3.1197
H  1.9401  1.5759  -5.3382
H  0.2216  1.9384  -5.5858
H  0.9360  0.4939  -6.2880
H  -0.9733  2.5414  -3.7974
H  -0.5651  4.0157  -1.1878
H  -1.5985  2.5733  -1.2226
H  -1.9783  3.9644  -2.2389
H  1.4178  4.0980  -2.6881
H  0.1059  4.8107  -3.6241
H  1.1753  3.6348  -4.3768
C  -7.4690  -0.9985  1.8213
C  -6.2900  -0.7897  0.9098
C  -5.7604  0.4728  0.6971
C  -4.7108  0.6900  -0.1948
C  -4.2259  2.1048  -0.3819
C  -4.1662  -0.4001  -0.8878
Te  -2.7258  -0.0628  -2.4131
C  -4.6651  -1.6928  -0.6583
C  -4.0948  -2.9059  -1.3369
C  -5.7216  -1.8591  0.2308
H  -7.6807  -0.1031  2.4056
H  -7.2947  -1.8256  2.5111
H  -8.3641  -1.2398  1.2442
H  -6.1871  1.3218  1.2225
H  -4.9342  2.8095  0.0564
H  -4.1027  2.3412  -1.4374
H  -3.2516  2.2630  0.0859
H  -3.0168  -2.9759  -1.1811
H  -4.2603  -2.8630  -2.4154
H  -4.5606  -3.8119  -0.9492
H  -6.1138  -2.8579  0.3939
S  2.1820  3.9425  -0.0394
C  1.2641  3.0298  0.8089
N  0.5257  2.3149  1.4462
C  -0.9794  -2.5884  1.8327
C  -0.8655  -3.1772  0.4696
C  -0.9470  -4.5227  0.1807
C  -0.9292  -4.6296  -1.2219
C  -0.8409  -3.3488  -1.7261
C  -0.8542  -3.0299  -3.1896
N  -0.7776  -2.4363  -0.6845
H  -0.2616  -3.0330  2.5244
H  -1.9773  -2.7556  2.2529
H  -0.8079  -1.5197  1.7993
H  -1.0221  -5.3178  0.9080
H  -0.9818  -5.5294  -1.8169
H  -0.1534  -3.6751  -3.7259
H  -0.5857  -1.9978  -3.3781
H  -1.8464  -3.1832  -3.6213

Cartesian forces, eV/Å:
Pt 0.81 -0.10 -0.72
C -0.08 0.04 0.05
C 0.12 0.18 -0.25
C -0.02 -0.09 -0.06
P -0.20 -0.44 0.05
C -0.01 0.03 -0.06
C 0.03 0.02 0.03
C 0.06 0.11 -0.08
C 0.21 0.09 0.07
C 0.03 0.11 0.03
C 0.04 -0.02 -0.05
C -0.02 -0.01 0.09
C -0.14 0.02 -0.08
C 0.08 -0.16 0.08
N -0.35 -0.07 0.11
C -0.15 0.14 0.04
C -0.01 -0.07 0.00
C 0.01 0.01 -0.04
C 0.01 0.05 0.07
C -0.02 -0.02 -0.02
C 0.01 -0.05 0.02
P -0.16 -0.06 0.15
C -0.14 -0.03 -0.02
C 0.08 0.05 0.04
C 0.00 -0.02 0.00
C 0.05 0.03 0.09
C 0.10 -0.03 0.06
C -0.08 -0.01 -0.11
H -0.01 -0.02 0.02
H 0.01 0.02 0.00
H 0.01 -0.02 -0.02
H 0.01 -0.01 0.03
H 0.01 0.00 0.02
H 0.00 -0.02 0.02
H 0.02 0.08 0.04
H 0.06 0.00 0.06
H -0.03 -0.01 -0.01
H 0.00 -0.02 -0.01
H 0.00 0.00 -0.01
H -0.02 -0.04 -0.02
H -0.01 0.02 0.02
H 0.00 -0.05 0.09
H -0.01 -0.03 -0.01
H -0.05 -0.03 -0.01
H 0.01 0.00 0.01
H -0.03 -0.01 -0.01
H 0.02 -0.05 -0.02
H 0.01 -0.01 -0.01
H 0.00 0.00 0.00
H -0.01 0.04 0.01
H 0.01 -0.01 0.03
H 0.00 0.00 -0.01
H 0.00 0.00 0.00
H 0.00 0.00 -0.02
H 0.01 0.00 0.01
H 0.00 0.01 0.01
H 0.01 0.02 -0.01
H -0.05 -0.01 0.05
H 0.01 -0.02 0.02
H 0.01 0.00 -0.07
H 0.01 0.02 0.02
H -0.01 0.01 -0.03
H 0.01 0.01 0.00
H 0.02 -0.02 0.01
C 0.02 -0.01 0.01
C 0.00 -0.01 0.01
C -0.01 0.01 0.02
C -0.05 -0.01 -0.04
C -0.11 0.01 -0.06
C 0.00 0.13 0.07
Te 0.00 -0.21 -0.02
C 0.05 -0.04 0.01
C -0.04 0.03 0.02
C 0.02 0.01 0.06
H 0.00 0.00 0.01
H 0.00 0.00 0.01
H -0.01 0.00 0.01
H -0.01 0.01 -0.01
H 0.01 0.00 0.04
H -0.02 0.04 0.00
H -0.03 -0.01 -0.05
H -0.18 -0.01 0.02
H 0.01 0.01 -0.02
H 0.00 -0.01 -0.01
H 0.01 -0.01 0.00
S -0.14 0.20 0.26
C 0.13 -0.07 -0.20
N 0.12 0.19 0.07
C -0.10 0.00 0.03
C -0.08 -0.02 0.10
C 0.01 0.09 0.06
C 0.09 0.05 -0.11
C 0.29 -0.11 0.00
C 0.05 0.03 0.03
N -0.31 0.05 0.06
H 0.01 0.02 0.00
H -0.02 0.06 -0.02
H 0.03 0.03 -0.01
H -0.02 0.00 0.00
H 0.01 0.00 -0.01
H 0.00 0.01 0.00
H 0.00 -0.02 -0.04
H -0.02 0.03 0.02

Calculated values
Spin multiplicity: 1
Energy relative to the best compared isomer or geometry (same formula, charge and spin), kcal/mol: 22.2
E_HOMO, eV: -6.0389

- Among the records above, which one has the highest spin multiplicity?
  C40H55MnN3O2P3S